No. 1
DFT (the ωB97M-V functional and the def2-TZVPD basis) results for a structure of composition C43H47CaIN3O4PS4 at a distorted geometry.

The calculation puts the energy relative to the best compared isomer or geometry (same formula, charge and spin) at 1.022 eV. As for the total energy: -5041.60091 Ha. The HOMO-LUMO gap comes out at 5.9 eV. Its total charge is -2. The value obtained for the strongest force on any atom is 3.95 eV Å⁻¹.

The geometry in XYZ format:
```
104
Properties=species:S:1:pos:R:3:forces:R:3:mulliken_charge:R:1
Ca -21.0116 10.9870 -2.2947 0.3 -0.7 0.7 1.36
C -19.5973 15.5743 -0.8588 1.1 1.0 0.3 -1.25
C -20.7241 15.3941 -1.7872 -2.7 0.6 -2.0 0.53
N -21.2679 16.5155 -2.2556 1.2 -0.3 0.5 -0.71
C -22.3091 16.4904 -3.0934 1.0 1.6 0.8 -1.25
C -22.9983 15.3566 -3.3979 -0.1 -0.3 0.8 0.61
C -24.2648 15.5709 -4.1543 0.8 -1.5 0.0 -1.14
O -25.3747 15.3685 -3.2355 0.7 0.5 -0.8 -0.38
C -22.5560 14.1405 -2.8356 -0.1 -0.6 -1.6 0.30
C -23.2918 12.8713 -3.2514 -0.4 1.0 0.5 -0.77
N -22.6219 11.7942 -3.8051 0.6 -1.4 -1.4 0.36
C -22.9862 11.3005 -5.0474 -0.2 0.4 0.9 -1.80
C -23.0909 12.1063 -6.2269 -0.4 -0.2 0.2 -0.27
C -23.6847 11.6034 -7.3892 0.1 1.3 -0.4 -0.57
C -24.1118 10.2904 -7.4939 -0.1 0.3 1.0 -0.73
C -23.8925 9.4667 -6.3843 0.5 0.0 -1.0 -0.44
C -23.3116 9.8998 -5.2035 -0.2 1.5 -1.2 0.61
I -18.8199 10.6684 -4.4854 0.0 -0.3 -0.3 -0.58
C -21.3155 14.1080 -2.1905 2.0 1.2 1.7 1.14
O -20.6171 13.0902 -1.8112 -0.7 -0.6 -0.2 -0.75
H -19.9534 16.1699 0.0065 0.0 -0.8 0.0 0.34
H -18.8415 16.3139 -1.2700 -0.6 -1.2 0.0 0.31
H -19.1541 14.6108 -0.5970 0.1 0.3 0.2 0.11
H -22.5154 17.5430 -3.3800 -0.7 -1.0 -0.4 0.25
H -24.3301 14.8405 -4.9845 -0.3 0.4 0.2 0.24
H -24.0274 16.5536 -4.5681 -1.4 0.4 0.0 0.43
H -26.0400 16.0084 -3.4638 -0.5 0.3 -0.1 0.25
H -24.1785 13.1230 -3.8222 -0.2 0.3 -0.2 1.01
H -22.7192 13.1463 -6.2113 -0.3 -0.7 0.2 0.54
H -23.8435 12.3098 -8.2406 0.2 -0.7 0.7 0.27
H -24.6652 9.9558 -8.3561 0.1 -0.2 -0.2 0.39
H -24.0991 8.4229 -6.5306 0.0 -0.3 0.3 0.88
C -14.5189 14.4211 -1.9998 -1.1 -0.9 1.8 -1.52
C -15.2715 13.2451 -2.7244 1.4 -0.2 0.3 2.02
C -14.2161 12.5573 -3.6436 -0.5 -1.5 1.6 -1.78
C -16.3016 13.8536 -3.6243 -1.2 0.1 0.4 -1.96
C -15.8745 12.2966 -1.6857 -0.3 0.0 0.6 -0.01
C -15.0004 11.7157 -0.7193 0.1 1.2 -1.6 -0.58
C -15.4564 10.8126 0.1906 -1.2 -0.1 0.4 -1.28
C -16.8324 10.5099 0.1736 0.9 0.0 0.6 0.69
S -17.6339 9.3905 1.2684 -0.2 0.5 -1.2 -0.48
C -19.1131 9.7030 0.3708 -0.5 3.2 -1.7 0.12
N -19.0310 10.6575 -0.5784 0.7 -1.6 1.2 0.69
C -17.7269 11.1171 -0.7046 -0.2 -0.6 0.4 -2.01
C -17.2449 12.0607 -1.6170 0.2 0.3 -1.6 1.04
C -20.4279 9.2045 0.7203 -0.5 -1.6 -0.8 1.00
C -20.5104 8.4772 1.9021 -1.0 0.3 -0.3 -0.92
C -21.7170 7.8702 2.2104 -0.7 -0.1 0.3 -0.48
C -22.8120 7.9268 1.3233 1.0 -0.8 0.2 -0.91
C -22.6346 8.5760 0.1024 -1.3 0.5 0.5 -0.19
C -21.4918 9.2642 -0.2544 1.7 0.8 0.1 -0.19
H -14.1348 15.1262 -2.7047 0.5 0.4 -0.5 0.49
H -13.7214 14.0930 -1.2569 -0.8 0.3 -1.1 0.26
H -15.3081 14.9300 -1.3928 0.7 -0.1 -0.3 0.33
H -13.9223 13.2768 -4.3518 0.5 0.8 -1.2 0.54
H -14.6338 11.6586 -4.1405 0.2 0.5 0.2 0.34
H -13.3208 12.2559 -3.0602 -0.4 0.1 -0.3 0.33
H -15.8078 14.5671 -4.2437 0.3 0.5 -0.8 0.53
H -17.0247 14.4120 -3.0288 -0.1 0.1 0.0 0.36
H -16.8917 13.1433 -4.2216 0.4 0.0 0.1 0.23
H -13.9913 12.1249 -0.8390 0.0 -0.8 0.7 0.30
H -14.8895 10.3915 0.9906 0.7 -0.2 0.2 0.37
H -17.8921 12.4787 -2.4279 0.3 -0.5 1.3 0.55
H -19.6644 8.4664 2.5670 0.1 -0.2 0.4 0.32
H -21.8542 7.4210 3.1848 0.1 -0.3 0.1 0.32
H -23.7113 7.3285 1.5511 0.3 0.6 -0.1 0.33
H -23.5098 8.7212 -0.5334 0.0 -0.5 -0.1 0.29
S -24.0169 12.0479 -1.6645 0.1 -1.2 -0.7 0.06
C -24.6732 13.1838 -0.5414 0.8 0.8 1.4 -0.06
C -23.8902 13.5201 0.5742 -0.8 -0.1 0.1 -0.22
C -24.3883 14.3661 1.5764 0.5 -0.8 0.7 -0.67
C -25.6880 14.8632 1.4812 0.2 0.6 -0.6 -0.36
C -26.4427 14.5831 0.3139 1.3 0.5 1.5 -0.69
C -25.9322 13.7377 -0.6359 -0.9 -0.2 -1.5 -0.09
H -22.9567 12.9842 0.6545 0.4 0.3 0.2 0.39
H -23.7521 14.4997 2.4899 -0.8 0.2 -0.9 0.29
H -26.0564 15.5785 2.2368 0.1 -0.5 -0.4 0.31
H -27.3272 15.1479 0.1440 -0.9 0.0 -0.1 0.36
H -26.5044 13.5104 -1.5488 0.2 0.2 0.5 0.31
C -23.6240 4.7087 -3.9095 0.3 0.0 -1.8 -1.12
C -24.3234 5.2513 -2.6835 -0.6 1.2 0.4 0.53
C -25.8122 4.8848 -2.5206 0.4 0.7 -0.1 -1.09
O -24.2230 6.7364 -2.5810 0.0 -1.0 -0.3 -0.26
P -24.7997 7.9051 -3.5128 -0.6 -0.5 -0.5 0.35
S -26.0522 9.0979 -2.6834 -0.1 -0.1 -0.1 -0.38
S -22.9295 8.7339 -3.9827 0.1 -0.8 0.6 -0.27
O -25.4512 7.0725 -4.7906 -0.2 0.2 -0.3 0.06
C -26.4924 7.5493 -5.8203 2.0 0.5 1.1 0.65
C -27.8540 7.3036 -5.3292 -3.2 -0.3 2.2 -1.37
C -26.2476 6.7493 -7.0862 0.1 0.0 -0.4 -1.32
H -23.7979 3.6206 -3.9392 -0.4 0.3 -0.3 0.43
H -22.5273 4.7369 -3.9019 -0.2 0.5 0.6 0.32
H -23.8811 5.2209 -4.9106 -0.1 -0.9 1.7 0.02
H -23.7988 4.8697 -1.7910 0.0 0.5 -0.3 0.41
H -26.4075 5.3008 -3.3479 0.1 -0.1 0.5 -0.02
H -26.1921 5.1529 -1.5242 0.2 0.7 -0.5 0.31
H -25.9251 3.8318 -2.4916 0.0 -1.4 -0.5 0.54
H -26.2241 8.6166 -5.8788 -0.6 -0.3 -0.5 0.30
H -28.0037 6.2542 -4.9396 0.4 0.8 -0.6 0.23
H -28.6900 7.4773 -6.0542 1.1 -0.2 0.0 0.40
H -28.2132 7.9315 -4.4610 1.0 -0.4 -0.7 0.25
H -26.3410 5.6557 -6.8408 0.5 1.0 -0.3 0.27
H -25.2681 7.0490 -7.5242 -0.6 -0.7 0.2 0.33
H -27.0462 6.9737 -7.8413 0.6 0.0 0.7 0.38
```
Forces are in eV/Å.

---

No. 2
DFT (the ωB97M-V functional and the def2-TZVPD basis) results for a structure of composition C43H47ClKN4O3SSbTe at a distorted geometry.

As for the total energy: -4078.13063 Ha. The HOMO-LUMO gap comes out at 4.5 eV. Its total charge is -2. The value obtained for the strongest force on any atom is 1.52 eV Å⁻¹.

The geometry in XYZ format:
```
102
Properties=species:S:1:pos:R:3:forces:R:3:mulliken_charge:R:1
K 0.0722 -0.1815 -0.2641 0.4 0.3 0.4 1.14
Cl 6.5540 2.9425 -3.1209 0.1 0.1 -0.1 -0.31
C 5.1923 1.9367 -2.6517 0.1 0.1 0.1 0.23
C 4.6436 1.0516 -3.5760 -0.2 0.0 0.2 -0.81
C 3.5832 0.2661 -3.1937 0.1 0.0 -0.3 -0.26
C 3.0076 0.2986 -1.8833 0.0 -0.1 0.2 -0.77
O 2.0394 -0.4519 -1.5720 0.8 0.3 -0.8 0.01
C 3.6194 1.2233 -0.9571 0.1 0.0 -0.4 0.95
C 3.2064 1.3445 0.4227 -0.1 0.0 0.5 -0.84
N 2.2620 0.7010 0.9922 0.3 0.1 -0.5 0.59
C 2.0864 0.7918 2.3661 0.3 0.2 0.8 -0.28
C 3.1679 0.8508 3.2386 -0.1 -0.2 -0.4 -0.35
C 3.0068 0.8855 4.6212 -0.1 0.1 0.4 -0.94
C 1.7274 0.8952 5.1476 0.3 -0.1 0.0 -0.67
C 0.6142 0.8525 4.3146 0.0 -0.1 -0.2 1.28
C -0.7226 0.9974 4.8270 0.0 0.1 0.0 -0.92
C -1.7638 1.0380 3.9865 -0.2 0.1 0.1 -0.56
C -1.5697 0.8168 2.5576 0.6 0.5 -0.2 -0.42
N -0.2823 0.8435 2.0423 -0.3 0.6 0.6 -0.38
C 0.7482 0.7916 2.8887 0.1 0.2 0.3 -0.24
C 4.6886 2.0225 -1.3742 0.0 -0.1 -0.1 -1.02
H 5.0508 0.9939 -4.5781 0.0 0.0 0.0 0.40
H 3.1441 -0.4226 -3.9050 0.0 0.0 0.0 0.30
H 3.8107 2.0601 1.0072 -0.1 0.0 0.0 0.35
H 4.1687 0.8056 2.8235 0.0 0.0 0.0 0.52
H 3.8734 0.9099 5.2719 0.0 0.0 0.0 0.34
H 1.5821 0.9397 6.2230 -0.1 0.0 0.0 0.33
H -0.8564 1.1253 5.8968 0.0 0.0 0.0 0.30
H -2.7706 1.1954 4.3541 0.0 0.0 0.0 0.37
H -2.2651 1.3593 1.9194 -0.1 -0.2 0.0 0.66
H 5.1387 2.7169 -0.6731 0.0 0.0 0.0 0.37
C -5.1754 -3.9958 -6.4584 0.0 0.1 0.1 -1.57
C -4.6373 -3.4957 -5.1441 0.0 0.0 0.0 1.22
C -3.2845 -3.2282 -4.9740 0.0 0.0 0.0 -0.87
C -2.8042 -2.7116 -3.7797 0.1 0.1 0.1 -0.33
C -3.6722 -2.4645 -2.7323 0.0 0.2 0.1 -1.02
C -5.0227 -2.7406 -2.8839 -0.1 0.0 0.1 -0.31
C -5.5010 -3.2486 -4.0801 0.1 0.0 0.0 -0.70
S -3.0954 -1.8072 -1.1424 -0.3 -0.5 -0.5 0.89
O -2.4036 -2.9251 -0.5418 0.1 -0.1 -0.2 -0.52
O -4.3208 -1.3613 -0.5133 0.0 0.1 -0.2 -0.60
N -2.0271 -0.6702 -1.3873 -1.1 -0.9 -0.4 0.78
C -2.3858 0.5039 -1.9598 -0.6 0.6 -0.6 0.24
C -3.6327 0.7358 -2.6039 0.1 -0.1 0.1 -0.48
C -3.8780 1.9412 -3.2107 0.1 0.0 0.0 -0.56
C -2.8965 2.9291 -3.1867 -0.1 0.1 0.0 -0.64
C -1.7201 2.6311 -2.5272 0.1 0.2 0.0 -0.48
N -1.4557 1.4764 -1.9323 0.0 -0.3 0.0 -0.07
H -4.3647 -4.2323 -7.1459 0.0 0.0 0.0 0.33
H -5.8005 -3.2274 -6.9177 0.0 0.0 -0.1 0.31
H -5.7906 -4.8864 -6.3235 0.0 0.0 0.0 0.35
H -2.5983 -3.4211 -5.7909 0.0 0.0 0.0 0.33
H -1.7567 -2.4825 -3.6576 0.0 0.0 0.0 0.18
H -5.6837 -2.5330 -2.0535 0.0 0.0 0.0 0.50
H -6.5607 -3.4491 -4.1952 0.0 0.0 0.0 0.34
H -4.3804 -0.0393 -2.5857 -0.1 0.1 -0.1 0.24
H -4.8279 2.1240 -3.7013 0.0 0.0 0.0 0.41
H -3.0503 3.8924 -3.6542 0.1 0.0 0.0 0.35
H -0.9288 3.3726 -2.4627 0.0 0.0 0.0 0.36
C -4.0458 -3.1837 8.1425 0.0 0.0 -0.1 -1.53
C -3.6436 -2.6871 6.7775 0.0 0.0 0.0 0.79
C -4.5084 -1.9308 6.0006 0.1 -0.1 0.1 -1.03
C -4.1642 -1.5163 4.7183 0.0 0.1 -0.2 0.97
C -5.1736 -0.7304 3.9238 0.0 -0.1 0.1 -1.60
C -2.9095 -1.8433 4.1787 -0.1 -0.1 -0.2 -0.16
Te -2.4589 -1.3618 2.1264 -0.3 -0.6 1.2 0.56
C -2.0172 -2.5775 4.9772 0.2 0.1 -0.2 1.25
C -0.6457 -2.9360 4.4744 0.0 0.0 0.1 -1.39
C -2.3982 -2.9947 6.2468 -0.1 0.0 0.1 -1.01
H -4.9940 -2.7427 8.4523 0.0 0.0 0.0 0.34
H -3.2890 -2.9361 8.8895 0.0 0.0 0.0 0.34
H -4.1640 -4.2703 8.1364 0.0 0.0 0.1 0.30
H -5.4818 -1.6610 6.4008 0.0 0.0 0.0 0.20
H -6.1034 -0.6154 4.4850 0.0 0.0 0.0 0.38
H -5.3780 -1.2296 2.9754 0.0 0.1 0.0 0.26
H -4.7871 0.2600 3.6790 0.0 0.0 -0.1 0.27
H -0.2114 -2.0990 3.9289 0.1 0.0 0.0 0.09
H -0.7042 -3.7807 3.7841 0.1 0.0 -0.1 0.22
H 0.0136 -3.2080 5.3007 0.0 0.0 0.0 0.37
H -1.7024 -3.5757 6.8459 0.1 0.0 0.0 0.32
C 3.9680 -3.9991 -2.3113 0.0 0.0 0.1 -1.01
C 3.0888 -4.5650 -1.2010 -0.1 0.4 0.2 -0.87
Sb 1.5519 -3.1084 -0.5396 0.2 -1.4 0.2 0.56
C 0.4142 -3.4595 -2.3552 0.0 0.1 0.0 -0.46
C 0.6320 -2.4202 -3.4489 0.1 -0.1 0.0 -0.85
C 0.4663 -4.6217 0.6443 0.0 0.1 -0.2 -0.34
C 0.1058 -5.9262 -0.0541 0.0 0.1 0.0 -1.24
H 4.7484 -4.7078 -2.6097 0.0 0.0 0.0 0.39
H 4.4529 -3.0759 -1.9909 0.0 0.1 -0.1 0.22
H 3.3742 -3.7693 -3.1973 0.0 0.0 0.0 0.22
H 3.6986 -4.8168 -0.3292 0.0 0.0 0.0 0.44
H 2.5977 -5.4790 -1.5428 -0.1 0.1 0.1 0.34
H -0.6254 -3.4756 -2.0286 0.0 -0.1 0.0 0.11
H 0.6759 -4.4548 -2.7259 0.0 0.0 0.1 0.54
H 0.2515 -1.4481 -3.1403 0.1 0.1 -0.1 0.04
H 0.1398 -2.7084 -4.3861 0.0 0.0 0.0 0.45
H 1.6923 -2.2945 -3.6664 0.0 0.1 0.0 0.07
H -0.4441 -4.1057 0.9578 0.0 0.0 0.1 -0.05
H 1.0613 -4.8159 1.5417 0.0 0.1 0.0 0.52
H -0.4547 -5.7222 -0.9674 0.0 -0.1 0.0 0.23
H -0.5209 -6.5596 0.5827 0.0 0.0 0.0 0.42
H 1.0001 -6.4962 -0.3149 0.0 -0.1 -0.1 0.29
```
Forces are in eV/Å.